No. 1
Computed, not measured: C5H7NO in the gas phase, with ωB97M-V/def2-TZVPD.

The HOMO energy is -8.8 eV. Its SMILES is N=C=CC[C@@H]1CO1. The total energy is -8833.421 eV. The value obtained for the gap between HOMO and LUMO is 9.811 eV. Its energy above the lowest of the compared OMol25 structures with the same formula, charge and spin is 64.2 kcal/mol.

ORCA input file:
```
! wB97M-V def2-TZVPD RIJCOSX def2/J DEFGRID3
* xyz 0 1
N -0.502 2.316 -1.823
C 0.068 1.245 -1.631
C 0.597 0.050 -1.499
C -0.041 -0.966 -0.576
C 0.378 -0.610 0.835
C -0.529 -0.515 1.979
O -0.120 0.647 1.271
H -0.341 3.004 -1.087
H 1.603 -0.118 -1.871
H -1.134 -0.940 -0.660
H 0.283 -1.980 -0.840
H 1.441 -0.757 1.040
H -1.578 -0.791 1.874
H -0.123 -0.587 2.988
*
```

***

No. 2
Computed, not measured: a gas-phase ion, C2H3N2OS (charge +1) at a distorted geometry, with ωB97M-V/def2-TZVPD.

The HOMO energy (alpha / beta) is -15.9 / -15.9 eV. Its SMILES is O=[N+]1CSC=N1. The total energy is -17974.044 eV. The value obtained for the gap between HOMO and LUMO (alpha / beta) is 8.592 / 8.591 eV. Its energy above the lowest of the compared OMol25 structures with the same formula, charge and spin is 78.5 kcal/mol.

ORCA input file:
```
! wB97M-V def2-TZVPD RIJCOSX def2/J DEFGRID3
* xyz 1 1
O 2.132 -0.298 -0.094
N 0.991 0.007 -0.065
C -0.132 -1.024 0.022
S -1.650 -0.075 -0.090
C -0.724 1.354 -0.011
N 0.563 1.179 -0.031
H 0.044 -1.937 -0.709
H 0.045 -1.588 0.940
H -1.270 2.381 0.038
*
```

***

No. 3
Computed, not measured: a molecular structure, C34H25FN7O6RuS2, with ωB97M-V/def2-TZVPD.

The HOMO energy (alpha / beta) is -10.1 / -10.5 eV. The total energy is -85345.725 eV. The expectation value of S² is 6.05. The value obtained for the gap between HOMO and LUMO (alpha / beta) is 7.085 / 5.319 eV.

ORCA input file:
```
! wB97M-V def2-TZVPD RIJCOSX def2/J DEFGRID3
* xyz 1 5
Ru 0.551 0.024 -0.662
C 1.329 1.417 3.504
C 0.915 1.382 2.164
N 0.820 0.266 1.481
C 1.120 -0.916 2.080
C 1.487 -0.982 3.433
C 1.614 0.237 4.136
C 1.689 -2.250 4.028
C 1.505 -3.373 3.277
C 1.168 -3.306 1.907
C 1.009 -2.091 1.274
N 0.680 -1.827 -0.057
C 0.483 -2.762 -1.080
C 0.887 -4.076 -1.146
C 0.545 -4.889 -2.252
C -0.192 -4.412 -3.293
C -0.581 -3.049 -3.294
C -1.326 -2.452 -4.334
C -1.644 -1.123 -4.277
C -1.180 -0.367 -3.193
N -0.486 -0.897 -2.208
C -0.209 -2.237 -2.212
H 1.408 2.364 4.013
H 0.673 2.296 1.634
H 1.945 0.221 5.165
H 1.983 -2.309 5.064
H 1.633 -4.347 3.727
H 1.008 -4.234 1.391
H 1.504 -4.509 -0.381
H 0.878 -5.917 -2.253
H -0.470 -5.045 -4.122
H -1.637 -3.058 -5.173
H -2.219 -0.643 -5.054
H -1.368 0.699 -3.134
O -3.735 1.122 1.583
C -3.779 2.386 1.145
C -4.839 3.180 1.593
C -4.944 4.486 1.178
C -4.005 5.048 0.304
C -2.963 4.277 -0.142
C -2.824 2.936 0.265
C -1.710 2.128 -0.188
O -1.539 0.942 0.152
N -0.814 2.770 -1.038
N 0.229 2.027 -1.379
C 1.011 2.708 -2.239
S 0.627 4.328 -2.664
C 1.911 4.448 -3.940
C 3.065 3.550 -3.549
S 2.376 1.985 -2.948
H -2.962 0.677 1.179
H -5.560 2.737 2.263
H -5.769 5.087 1.535
H -4.101 6.074 -0.013
H -2.228 4.690 -0.816
H 2.223 5.491 -3.989
H 1.481 4.161 -4.899
H 3.667 3.978 -2.746
H 3.710 3.316 -4.396
F 4.748 -2.538 3.452
C 4.831 -1.401 2.750
C 4.906 -1.403 1.417
N 5.059 -0.244 0.691
C 4.791 -0.270 -0.735
C 3.293 -0.123 -0.970
O 2.718 -0.799 -1.837
O 2.691 0.716 -0.240
C 5.162 0.989 1.305
O 5.325 2.021 0.702
N 5.025 0.951 2.682
C 4.807 -0.149 3.500
O 4.598 -0.038 4.684
H 4.860 -2.323 0.850
H 5.162 -1.198 -1.165
H 5.309 0.578 -1.191
H 5.070 1.853 3.146
*
```

***

No. 4
Computed, not measured: 2 unconnected molecules or ions with the total composition C6H15O at a distorted geometry, with ωB97M-V/def2-TZVPD.

The HOMO energy is -2.7 eV. The total energy is -8511.978 eV. The value obtained for the gap between HOMO and LUMO is 7.033 eV. Its energy above the lowest of the compared OMol25 structures with the same formula, charge and spin is 12.9 kcal/mol.

ORCA input file:
```
! wB97M-V def2-TZVPD RIJCOSX def2/J DEFGRID3
* xyz -1 1
C -1.200 2.106 1.399
C -1.404 -1.402 -0.120
C -1.699 -0.322 0.896
C -1.398 1.049 0.303
H -2.124 2.172 2.029
H -0.982 3.120 1.005
H -0.306 1.880 2.040
H -1.431 -2.424 0.328
H -0.386 -1.181 -0.479
H -2.044 -1.319 -1.008
H -0.955 -0.439 1.741
H -2.805 -0.333 1.272
H -0.403 0.880 -0.216
H -2.118 1.355 -0.420
C 2.228 -0.018 -0.690
O 1.133 -0.204 0.090
C 2.608 -1.268 -1.518
H 3.118 0.235 -0.048
H 2.098 0.889 -1.459
H 3.558 -1.179 -2.079
H 1.765 -1.455 -2.221
H 2.747 -2.142 -0.844
*
```

***

No. 5
Computed, not measured: 2 unconnected molecules or ions with the total composition C4H12NOS, with ωB97M-V/def2-TZVPD.

The HOMO energy is -12.9 eV. The total energy is -18708.027 eV. The value obtained for the gap between HOMO and LUMO is 9.609 eV. Its energy above the lowest of the compared OMol25 structures with the same formula, charge and spin is 24.0 kcal/mol.

ORCA input file:
```
! wB97M-V def2-TZVPD RIJCOSX def2/J DEFGRID3
* xyz 1 1
C 0.568 0.863 -0.360
C -0.085 2.136 -0.903
S 0.630 2.566 -2.511
N 0.153 0.650 1.083
H 1.637 0.989 -0.361
H 0.270 -0.025 -0.900
H 0.071 2.952 -0.201
H -1.168 1.994 -0.985
H 1.349 3.602 -2.067
H 0.314 -0.295 1.461
H -0.848 0.812 1.203
H 0.623 1.328 1.684
C 0.039 -2.693 -0.379
C -0.895 -2.287 0.452
O -0.634 -2.000 1.791
H -0.225 -2.850 -1.416
H 1.053 -2.895 -0.067
H -1.918 -2.114 0.132
H -0.934 -2.731 2.344
*
```

***

No. 6
Computed, not measured: 2 unconnected molecules or ions with the total composition C4H11N3O2 at a distorted geometry, with ωB97M-V/def2-TZVPD.

The HOMO energy is -8.6 eV. Its SMILES is [H]/N=C(\N)NC.CC(=O)O. The total energy is -12891.030 eV. The value obtained for the gap between HOMO and LUMO is 9.215 eV. Its energy above the lowest of the compared OMol25 structures with the same formula, charge and spin is 41.5 kcal/mol.

ORCA input file:
```
! wB97M-V def2-TZVPD RIJCOSX def2/J DEFGRID3
* xyz 0 1
H 1.676 -1.300 0.797
N 0.792 -1.467 1.275
C 0.148 -0.464 1.738
N 0.103 0.825 1.212
N -0.849 -0.588 2.712
C -0.697 -1.722 3.615
H -0.618 1.463 1.490
H 0.530 1.063 0.327
H -1.752 -0.192 2.411
H -1.525 -1.707 4.293
H 0.332 -1.715 3.985
H -0.777 -2.675 3.107
C 0.109 1.946 -3.055
C 0.282 0.450 -3.060
O 0.029 -0.516 -2.396
O 0.902 0.209 -4.283
H -0.756 2.289 -3.616
H 0.873 2.324 -3.786
H 0.411 2.481 -2.171
H 0.787 -0.703 -4.594
*
```